[1]
The following is a DFT calculation (the ωB97M-V functional and the def2-TZVPD basis) of a 2-piece molecular cluster, C34H42F5N2O7PS overall in a non-equilibrium geometry.

```
92
C34H42F5N2O7PS (the ωB97M-V functional and the def2-TZVPD basis)
S -2.429 -0.017 0.179
P 1.447 -3.887 -0.596
F -2.838 2.657 -1.311
F -0.402 1.853 -0.007
F -2.434 1.008 -2.927
F -0.228 0.109 -1.502
F -0.876 2.576 -2.522
O -3.250 -3.982 3.313
O -3.775 -0.033 -0.526
O -0.773 -2.833 -2.482
O -3.263 9.382 -1.455
O -2.657 0.786 1.453
O 2.362 -5.390 4.233
O 1.276 7.588 -3.610
N -2.413 -2.509 -0.650
N -1.019 -4.686 0.307
C -1.904 1.809 -1.898
C 2.281 -2.531 -1.612
C -2.015 -1.784 0.593
C -0.519 -5.396 1.514
C 1.495 -5.556 -1.483
C 1.447 -5.546 5.346
C -0.073 5.873 -1.864
C -0.778 5.082 -0.964
C -1.874 11.127 -3.136
C -0.526 7.157 -2.168
C -3.344 -3.537 2.136
C -0.769 -6.979 1.240
C -0.224 9.380 -3.383
C 0.082 11.499 -4.496
C 2.903 -2.912 4.080
C 3.355 -4.384 4.523
C -2.399 6.843 -0.675
C 1.599 -1.376 2.481
C 2.455 -5.587 -2.781
C -1.132 0.909 -0.782
C -1.120 -2.896 -1.298
C 1.939 -2.907 2.768
C -1.421 9.842 -2.836
C -0.288 -3.424 0.007
C -1.935 5.571 -0.362
C 0.610 -1.106 1.246
C 0.529 10.214 -4.210
C -1.123 11.953 -3.965
C 3.664 -2.150 -0.827
C -2.942 -2.017 1.913
C -0.517 -2.211 1.020
C -1.699 7.637 -1.583
C 0.253 8.008 -3.096
C -2.211 8.984 -1.924
H 3.895 -3.003 -0.094
H 1.215 -0.825 3.418
H 0.831 5.489 -2.326
H 0.567 -5.195 1.785
H -2.477 4.958 0.350
H 2.445 -2.285 4.918
H -3.661 -4.268 1.325
H 3.504 -1.223 -0.163
H 2.592 -0.853 2.216
H 3.505 -5.199 -2.585
H 4.370 -4.582 4.035
H -3.087 -3.271 -0.539
H -1.918 -7.088 1.216
H 3.869 -2.358 3.773
H 1.929 -6.326 -0.754
H 1.041 -3.539 3.057
H 4.546 -2.047 -1.535
H 3.569 -4.328 5.656
H -0.682 -2.678 2.061
H -1.475 12.953 -4.195
H -3.925 -1.457 1.680
H 2.449 -6.613 -3.279
H 1.468 9.865 -4.629
H -2.461 -1.543 2.841
H 1.251 -0.874 0.335
H 1.704 -1.556 -1.695
H 0.673 12.147 -5.135
H 2.583 -3.380 1.943
H 2.589 -2.832 -2.666
H -1.128 -5.176 2.469
H 1.663 -6.539 5.863
H -3.304 7.217 -0.207
H 0.063 -0.120 1.496
H 1.983 -4.863 -3.541
H 0.485 -5.962 -1.820
H -2.809 11.488 -2.722
H -0.422 4.087 -0.726
H -1.117 -5.297 -0.510
H 1.513 -4.727 6.133
H 0.383 -5.488 4.913
H -0.314 -7.641 2.040
H -0.428 -7.278 0.180
```

Its multiplicity is 1. Its HOMO energy is -7.705 eV. The value obtained for the lowest unoccupied orbital energy is -0.031 Ha. The value obtained for the orbital gap is 6.875 eV.

[2]
The following is a DFT calculation (the ωB97M-V functional and the def2-TZVPD basis) of C34H42N9O5S2Ti as an isolated structure in a non-equilibrium geometry.

```
93
C34H42N9O5S2Ti (the ωB97M-V functional and the def2-TZVPD basis)
Ti -0.797 -1.012 0.710
S -3.196 0.984 2.426
S 2.090 -3.287 -3.001
O -2.489 1.930 1.591
O 0.494 0.439 1.027
O -4.623 0.795 2.339
O 1.904 1.758 -0.149
O 0.097 -2.130 1.750
N -2.487 -0.520 2.073
N -1.359 2.263 7.921
N -3.467 -1.652 3.929
N -3.327 0.798 -4.863
N 1.495 -1.624 -1.007
N -2.880 -2.799 1.860
N -2.373 2.859 -4.621
N -4.681 2.636 -4.450
N -1.512 0.819 -0.670
C 3.713 -0.615 -0.594
C 1.501 -2.183 2.046
C -3.838 -2.844 4.412
C 2.852 -1.474 -1.250
C 5.824 0.594 1.055
C 5.961 0.628 -0.482
C -0.970 2.363 -4.685
C 3.318 -2.244 -2.354
C -3.858 -3.998 3.610
C 5.487 2.033 -0.880
C 0.992 -2.489 -1.868
C 7.409 0.424 -1.027
C -2.664 1.385 4.088
C 4.584 -2.037 -2.885
C -1.280 -2.023 -1.051
C 4.989 -0.354 -1.098
C -3.245 -3.994 2.381
C -2.933 -1.660 2.685
C -2.365 -3.203 -3.378
C -1.512 2.129 4.251
C -1.007 -3.218 -3.188
C -3.195 -2.631 -2.393
C -0.001 2.212 -2.303
C -3.462 2.087 -4.622
C -3.423 0.982 5.185
C -0.511 1.459 -3.505
C 5.386 -1.071 -2.288
C -0.360 1.765 -0.807
C 0.798 1.256 0.030
C -2.919 1.121 6.457
C -1.042 2.376 5.550
C -0.463 -2.582 -2.022
C -1.741 1.888 6.659
C -2.662 -2.068 -1.272
H -3.472 0.792 7.351
H 0.253 0.817 -3.991
H -0.307 3.288 -2.463
H -1.347 0.768 -3.262
H -4.120 0.180 -4.836
H 7.706 -0.588 -0.923
H -1.571 1.591 8.632
H -3.341 -1.638 -0.487
H 4.478 2.249 -0.424
H -2.835 -3.606 -4.305
H 6.345 -0.895 -2.789
H -1.951 0.613 -1.577
H 1.934 -1.177 1.936
H 1.104 2.162 -2.309
H -4.309 -4.902 3.995
H 6.491 1.319 1.580
H -4.163 -2.820 5.492
H 8.091 1.026 -0.440
H 6.003 -0.448 1.448
H -4.749 3.597 -4.103
H -5.539 2.048 -4.401
H 2.020 -2.963 1.461
H 4.813 0.853 1.326
H 7.459 0.845 -2.083
H -2.525 3.851 -4.517
H -0.406 2.566 7.977
H -2.251 1.226 -0.068
H -0.059 2.799 5.712
H 3.409 0.061 0.211
H 4.910 -2.561 -3.744
H -0.685 2.759 -0.417
H -4.400 0.565 5.038
H 1.609 -2.462 3.106
H -0.310 3.239 -4.789
H -1.012 2.580 3.403
H -2.516 0.469 -5.359
H -4.257 -2.585 -2.554
H -0.377 -3.703 -3.916
H 5.353 2.144 -1.977
H 6.161 2.767 -0.436
H -3.055 -4.877 1.772
H -0.835 1.777 -5.593
```

Its multiplicity is 2. Its HOMO energy (alpha / beta) is -4.997 / -7.253 eV. As for the expectation value of S²: 0.753. The value obtained for the lowest unoccupied orbital energy (alpha / beta) is -0.039 / -0.039 Ha. The value obtained for the orbital gap (alpha / beta) is 3.934 / 6.190 eV.

[3]
The following is a DFT calculation (the ωB97M-V functional and the def2-TZVPD basis) of C34H43Cl2N3O10S2SiTa as an isolated structure in a non-equilibrium geometry.

```
96
C34H43Cl2N3O10S2SiTa (the ωB97M-V functional and the def2-TZVPD basis)
Ta -0.679 0.288 0.041
Cl -0.373 0.752 7.361
Cl 2.598 -1.353 6.325
S -2.291 1.331 1.646
S -1.511 2.757 -1.215
Si -0.782 -1.701 -1.965
O 0.925 -0.457 0.804
O -1.130 0.702 2.304
O -1.409 -1.711 1.518
O 0.779 2.264 1.010
O -0.097 3.783 -0.377
O -0.496 4.406 2.805
O -1.570 3.478 -2.488
O -1.906 2.643 1.163
O -2.520 0.519 0.388
O -3.462 1.314 2.468
N 2.221 1.090 -1.232
N -0.737 1.426 -1.432
N 6.451 3.818 -2.993
C 0.761 1.924 5.218
C -1.559 -0.146 -4.331
C 0.534 -3.204 -1.599
C 2.558 -0.247 2.499
C 4.588 1.330 -1.422
C 0.352 3.386 0.744
C -3.000 -3.314 -3.265
C -1.003 -1.419 2.639
C 0.287 -4.489 -2.395
C -2.900 -3.382 -0.805
C -0.160 -2.118 -4.911
C 0.487 -3.574 -0.113
C 4.418 2.509 -2.150
C 3.122 2.975 -2.378
C 2.060 2.227 -1.895
C 0.741 2.744 4.101
C -1.553 2.441 5.627
C 5.537 3.230 -2.625
C -2.822 3.980 4.108
C 3.449 0.667 -0.991
C -0.385 1.780 5.971
C 2.954 -0.453 3.800
C -0.409 -1.037 -3.851
C -0.408 3.449 3.766
C 0.395 -1.198 3.001
C 0.479 4.513 1.800
C 1.281 -0.633 2.046
C -2.651 -2.486 -2.021
C 1.963 -2.718 -1.864
C 0.806 -0.107 -3.832
C 0.803 -1.395 4.316
C -3.678 -1.349 -1.929
C 2.083 -1.060 4.698
C -1.576 3.278 4.530
H 0.592 0.698 -3.144
H -2.283 -4.110 -3.430
H 0.764 -2.715 0.487
H -0.653 -4.937 -2.092
H -0.091 -1.655 -5.896
H 2.116 -1.769 -1.361
H -4.686 -1.770 -1.914
H 0.253 -4.298 -3.459
H -2.605 -2.879 0.107
H -3.063 3.651 3.098
H 2.692 -3.438 -1.488
H 1.494 4.520 2.221
H -2.460 -0.711 -4.536
H 0.276 5.465 1.304
H -1.688 -1.493 3.504
H 3.932 -0.138 4.131
H 1.628 2.810 3.494
H -1.758 0.620 -3.587
H -2.674 5.058 4.089
H -2.359 -4.320 -0.889
H -0.958 -2.849 -4.936
H 0.775 -2.635 -4.724
H -0.498 -3.904 0.191
H 3.209 0.257 1.802
H -2.445 2.305 6.220
H 1.670 1.419 5.502
H 1.079 -5.215 -2.204
H 1.035 2.532 -2.051
H 0.110 -1.806 5.036
H 1.193 -4.381 0.090
H -3.537 -0.772 -1.020
H -3.652 3.730 4.761
H -1.274 0.353 -5.258
H 2.150 -2.592 -2.924
H -3.963 -3.617 -0.730
H -3.983 -3.767 -3.129
H 0.970 0.312 -4.826
H -3.602 -0.674 -2.773
H 5.578 0.952 -1.224
H 1.714 -0.610 -3.521
H -3.042 -2.692 -4.151
H 2.948 3.882 -2.932
H 3.530 -0.268 -0.453
```

As for the net charge: -1. Its multiplicity is 1. Its HOMO energy is -5.909 eV. The value obtained for the lowest unoccupied orbital energy is 0.067 Ha. The value obtained for the orbital gap is 7.720 eV.